A cluster of 2 separate species, C9H9O3S in total. Source: OMol25; level of theory: ωB97M-V with the def2-TZVPD basis set.

Positions of all 22 atoms, in Å:
1 S -1.41 -2.42 0.43
2 O -2.19 1.53 0.75
3 O -2.47 1.72 -2.22
4 O -1.66 3.67 -1.28
5 C -1.33 1.58 -0.24
6 C -0.09 0.91 -0.48
7 C 0.32 0.70 -1.83
8 C 2.02 -0.14 0.09
9 C 1.52 0.10 -2.19
10 C 2.39 -0.34 -1.22
11 C 0.82 0.46 0.42
12 C -1.91 0.47 1.67
13 C -1.95 2.47 -1.38
14 H 2.87 -0.37 0.84
15 H 0.58 0.65 1.46
16 H -0.41 0.92 -2.74
17 H -2.79 0.30 2.30
18 H -2.37 -2.19 -0.58
19 H -1.19 0.82 2.32
20 H -1.57 -0.46 1.30
21 H 1.66 0.07 -3.26
22 H 3.25 -0.89 -1.60

Summary:
Energy above the lowest of the compared OMol25 structures with the same formula, charge and spin: 66.9 kcal/mol
LUMO energy: 1.86 eV
Kohn-Sham gap: 5.180 eV
Charge: -1
E_HOMO: -3.3 eV